2 unconnected molecules or ions with the total composition C6H10N2O in a non-equilibrium geometry. Source: the Open Molecules 2025 dataset; level of theory: the ωB97M-V functional and the def2-TZVPD basis.

Last column: Mulliken charge in e.
Cartesian coordinates (Å):
C: 0.645 0.041 -2.156  -0.013
C: 0.887 0.188 -0.985  -0.597
C: 1.670 0.288 0.433  0.015
N: 1.443 1.517 1.103  -0.606
N: 1.341 -0.793 1.297  -0.386
C: 0.952 -1.914 0.901  -0.407
H: 0.402 0.008 -3.181  0.446
H: 2.736 0.211 0.175  0.344
H: 0.452 1.642 1.328  0.358
H: 1.778 2.309 0.565  0.263
H: 0.742 -2.672 1.643  0.310
H: 0.840 -2.179 -0.156  0.303
C: -2.166 -0.423 -0.065  -0.898
C: -1.674 0.980 -0.236  0.168
O: -1.322 1.699 0.674  -0.573
H: -1.729 -1.051 -0.828  0.269
H: -3.247 -0.442 -0.184  0.382
H: -1.914 -0.805 0.920  0.264
H: -1.837 1.394 -1.248  0.358

The calculation puts the HOMO-LUMO gap at 10.2905 eV. As for the structure (SMILES): C#C[C@@H](N)N=C.CC=O. The molar mass is 126.2 g mol⁻¹. The value obtained for the energy relative to the best compared isomer or geometry (same formula, charge and spin) is 89.7 kcal per mole.

=====

7 unconnected molecules or ions with the total composition C24H58N2O11 in a non-equilibrium geometry. Source: the Open Molecules 2025 dataset; level of theory: the ωB97M-V functional and the def2-TZVPD basis.

Last column: Mulliken charge in e.
Cartesian coordinates (Å):
C: -5.275 -3.182 -1.569  -0.702
C: -4.686 -4.031 -0.412  -0.398
C: -3.193 -3.768 -0.326  0.507
O: -2.492 -3.767 -1.246  -0.504
O: -2.766 -3.514 0.935  -0.513
C: -1.947 -2.337 1.048  -1.069
C: -2.684 -1.031 0.738  0.727
C: -1.628 0.090 0.656  0.490
C: -0.919 0.420 -0.672  2.801
C: -1.771 0.969 -1.855  -1.764
C: -2.550 -0.111 -2.639  0.541
C: -3.928 0.320 -3.177  -1.074
O: -4.334 1.619 -2.748  -0.625
C: 0.187 -0.527 -1.134  -2.425
N: 1.153 -0.787 -0.070  0.067
C: 2.559 -0.650 -0.484  -0.877
C: -0.221 1.744 -0.216  -0.831
O: 0.859 2.076 -0.470  -0.554
N: -1.131 2.458 0.589  -0.256
C: -1.900 1.463 1.350  0.193
C: -1.113 1.332 2.719  -1.952
C: -3.303 1.816 1.838  -1.529
C: -4.377 1.939 0.723  -0.043
C: -5.522 0.904 0.822  -0.588
O: -5.716 0.211 -0.407  -0.592
H: -5.428 -3.770 -2.471  0.389
H: -6.214 -2.722 -1.270  0.279
H: -4.572 -2.385 -1.793  -0.074
H: -4.898 -5.085 -0.571  0.385
H: -5.131 -3.659 0.508  0.266
H: -1.060 -2.476 0.428  0.681
H: -1.597 -2.310 2.078  0.306
H: -3.303 -0.831 1.615  0.226
H: -3.355 -1.106 -0.116  -0.859
H: -0.827 -0.314 1.282  0.675
H: -2.383 1.767 -1.446  0.877
H: -1.054 1.422 -2.543  0.659
H: -2.589 -1.029 -2.058  -0.598
H: -1.938 -0.370 -3.504  0.663
H: -3.999 0.280 -4.265  0.423
H: -4.675 -0.395 -2.813  0.394
H: -5.250 1.600 -2.449  0.398
H: -0.319 -1.482 -1.357  0.245
H: 0.629 -0.200 -2.072  0.777
H: 0.973 -1.664 0.395  0.383
H: 2.689 -0.416 -1.538  0.300
H: 3.003 0.155 0.109  0.218
H: 3.090 -1.553 -0.187  0.178
H: -0.536 2.986 1.223  0.484
H: -1.287 2.244 3.297  0.561
H: -0.040 1.243 2.539  0.383
H: -1.503 0.465 3.250  0.343
H: -3.272 2.760 2.379  0.567
H: -3.629 1.045 2.536  0.455
H: -4.853 2.918 0.781  0.542
H: -3.929 1.885 -0.270  -0.136
H: -6.467 1.369 1.097  0.430
H: -5.303 0.162 1.599  0.238
H: -4.885 0.205 -0.897  -0.032
C: 4.527 1.223 -3.580  0.074
O: 4.731 -0.164 -3.290  -0.503
H: 4.200 1.718 -2.668  -0.086
H: 5.455 1.679 -3.923  0.002
H: 3.756 1.332 -4.347  0.283
H: 5.018 -0.591 -4.104  0.266
C: 4.160 3.317 -0.269  -0.381
O: 5.266 4.089 -0.737  -0.551
H: 3.354 3.394 -0.993  0.182
H: 4.448 2.267 -0.166  0.075
H: 3.812 3.699 0.694  0.400
H: 5.970 4.011 -0.084  0.288
C: 3.134 -3.267 2.495  -0.478
O: 1.880 -2.781 2.019  -0.410
H: 3.212 -4.318 2.229  0.231
H: 3.954 -2.716 2.032  0.052
H: 3.191 -3.167 3.583  0.287
H: 1.822 -1.849 2.262  0.215
C: 8.140 2.966 -4.116  -0.546
O: 6.868 3.418 -4.568  -0.510
H: 8.247 1.920 -4.394  0.234
H: 8.939 3.544 -4.585  0.294
H: 8.212 3.057 -3.029  0.223
H: 6.785 4.343 -4.314  0.291
C: -2.769 -1.571 5.971  -0.557
O: -1.620 -0.843 5.549  -0.449
H: -3.544 -1.449 5.218  0.185
H: -2.532 -2.633 6.071  0.275
H: -3.135 -1.186 6.926  0.306
H: -0.941 -0.957 6.222  0.266
C: 6.159 -0.417 2.069  -0.641
O: 5.243 -0.970 1.130  -0.409
H: 5.878 -0.763 3.061  0.236
H: 7.178 -0.747 1.850  0.319
H: 6.116 0.675 2.046  0.222
H: 5.499 -0.657 0.254  0.257

The calculation puts the HOMO-LUMO gap at 8.5417 eV. As for the structure (SMILES): CCC(=O)OCC[C@H]1[C@](CCCO)(CNC)C(=O)N[C@@]1(C)CCCO.CO.CO.CO.CO.CO.CO. The molar mass is 550.7 g mol⁻¹.

=====

2 unconnected molecules or ions with the total composition BH3OS in a non-equilibrium geometry. Source: the Open Molecules 2025 dataset; level of theory: the ωB97M-V functional and the def2-TZVPD basis.

Last column: Mulliken charge in e.
Cartesian coordinates (Å):
B: 0.065 0.503 0.539  0.477
O: 0.812 1.500 1.126  -0.505
S: -1.558 -0.001 1.196  -0.241
H: 0.546 0.253 -0.500  -0.099
H: 1.595 1.769 0.599  0.337
H: -1.218 -2.007 -0.296  0.031

The calculation puts the HOMO-LUMO gap (alpha / beta) at 7.5534 / 9.2086 eV. The molar mass is 61.9 g mol⁻¹. The value obtained for the energy relative to the best compared isomer or geometry (same formula, charge and spin) is 83.3 kcal per mole.

=====

A molecular structure, C5H12O3Yb in a non-equilibrium geometry. Source: the Open Molecules 2025 dataset; level of theory: the ωB97M-V functional and the def2-TZVPD basis.

Last column: Mulliken charge in e.
Cartesian coordinates (Å):
H: -3.874 1.176 0.382  0.156
C: 3.177 0.062 0.407  -0.397
O: 2.800 1.295 -0.120  -0.458
C: 2.150 -1.020 0.088  -0.484
O: 0.851 -0.481 0.414  -0.157
C: -0.243 -1.347 0.134  -0.446
C: -1.519 -0.536 0.193  -0.512
O: -1.297 0.655 -0.529  -0.275
C: -2.430 1.501 -0.593  -1.285
Yb: 1.026 1.686 -0.104  1.635
H: 3.297 0.113 1.508  0.343
H: 4.144 -0.284 -0.003  0.355
H: 2.311 -1.932 0.680  0.337
H: 2.158 -1.271 -0.984  0.398
H: -0.274 -2.143 0.892  0.340
H: -0.109 -1.796 -0.862  0.382
H: -1.788 -0.287 1.235  0.406
H: -2.346 -1.115 -0.251  0.396
H: -2.491 2.520 -1.481  0.298
H: -3.153 0.997 -1.258  0.459
H: -2.389 2.207 0.251  0.508

The calculation puts the HOMO-LUMO gap (alpha / beta) at 5.2142 / 8.3104 eV. The molar mass is 293.2 g mol⁻¹. The value obtained for the energy relative to the best compared isomer or geometry (same formula, charge and spin) is 31.3 kcal per mole. The multiplicity is 3. As for the total charge: +2.

=====

A single C4H9N molecule in a non-equilibrium geometry. Source: the Open Molecules 2025 dataset; level of theory: the ωB97M-V functional and the def2-TZVPD basis.

Last column: Mulliken charge in e.
Cartesian coordinates (Å):
C: 1.295 -0.829 -0.074  -1.051
C: 0.191 0.108 -0.096  0.818
N: 0.639 1.492 -0.131  -0.706
C: -1.007 -0.199 0.733  -0.724
C: -1.123 -0.083 -0.719  -0.607
H: 1.583 -1.012 -1.238  0.205
H: 2.162 -0.556 0.552  0.379
H: 0.744 -1.801 0.326  0.203
H: 1.230 1.601 0.756  0.289
H: -0.254 2.046 -0.007  0.296
H: -1.151 -1.288 0.964  0.231
H: -1.428 0.559 1.474  0.218
H: -1.497 0.879 -1.132  0.218
H: -1.383 -0.916 -1.407  0.230

The calculation puts the HOMO-LUMO gap at 9.9991 eV. As for the structure (SMILES): CC1(N)CC1. The molar mass is 71.1 g mol⁻¹. The value obtained for the energy relative to the best compared isomer or geometry (same formula, charge and spin) is 39.3 kcal per mole.

=====

A single C4H5NO molecule in a non-equilibrium geometry. Source: the Open Molecules 2025 dataset; level of theory: the ωB97M-V functional and the def2-TZVPD basis.

Last column: Mulliken charge in e.
Cartesian coordinates (Å):
N: 2.839 -0.744 0.013  -0.407
C: 1.865 -0.132 0.127  0.008
C: 0.596 0.614 0.242  0.394
C: -0.469 0.184 -0.784  -0.605
C: -1.118 -0.502 0.426  -0.341
O: -0.200 0.148 1.330  -0.408
H: 0.813 1.685 0.318  0.300
H: -1.045 1.028 -1.169  0.235
H: -0.129 -0.448 -1.605  0.302
H: -2.157 -0.240 0.646  0.278
H: -0.996 -1.591 0.455  0.244

The calculation puts the HOMO-LUMO gap at 11.5553 eV. As for the structure (SMILES): N#C[C@H]1CCO1. The molar mass is 83.1 g mol⁻¹. The value obtained for the energy relative to the best compared isomer or geometry (same formula, charge and spin) is 37.4 kcal per mole.